Entry 1:
Formula: C9H4N2O3Pb
Source: the Open Molecules 2025 dataset
Level of theory: the ωB97M-V functional and the def2-TZVPD basis

Last column: Mulliken charge in e.
Cartesian coordinates (Å):
O (-0.04374, 5.54951, -3.74551)  -0.1266
C (-0.07626, 4.53140, -4.25324)  0.1301
Pb (0.04495, -0.05657, -2.24382)  1.1292
C (1.79160, -1.76908, -2.57939)  0.2186
C (-1.63222, -1.71062, -2.66925)  0.2545
O (2.70169, -2.35757, -2.97509)  -0.0099
O (-2.56002, -2.16340, -3.19197)  -0.0227
N (2.96278, 0.02215, 3.73606)  -0.3021
C (1.99998, -0.03875, 3.06192)  -0.2404
C (0.81916, -0.12133, 2.22646)  0.2521
C (-0.46650, 0.01250, 2.77828)  -0.0506
C (-1.57740, -0.08525, 1.94451)  -0.8093
C (-1.37014, -0.31766, 0.59476)  0.1723
N (-0.13646, -0.49579, 0.06332)  -0.3789
C (0.96741, -0.37345, 0.86554)  0.1315
H (-0.57864, 0.19149, 3.85111)  0.5204
H (-2.59847, 0.02751, 2.28761)  0.4272
H (-2.19729, -0.37818, -0.12119)  0.2991
H (1.94957, -0.46693, 0.36988)  0.4054

Calculated values
max |F| = 6.81 eV Å⁻¹
energy = -872.73172 hartree
LUMO = -9.77 eV
total charge = +2



Entry 2:
Formula: C9H54NO19
Source: the Open Molecules 2025 dataset
Level of theory: the ωB97M-V functional and the def2-TZVPD basis

Last column: Mulliken charge in e.
Cartesian coordinates (Å):
C (14.72835, -22.81638, -12.59939)  -1.7846
C (15.89332, -23.51012, -11.78370)  1.4024
C (17.09072, -22.54641, -12.05039)  -1.2803
C (18.28219, -22.98608, -11.26179)  -0.4754
C (18.05827, -22.77599, -9.79974)  -0.9893
C (16.88753, -23.74196, -9.38026)  1.6344
N (15.68844, -23.52689, -10.24822)  0.2190
O (14.45240, -24.24039, -9.94321)  -0.8709
C (16.53009, -23.39217, -7.94564)  -1.8852
C (17.27474, -25.27068, -9.28247)  -1.7760
C (16.15319, -24.93532, -12.45551)  -1.4461
H (13.84600, -23.44907, -12.50313)  0.3158
H (14.85950, -22.66290, -13.67053)  0.3557
H (14.49188, -21.78410, -12.34137)  0.3907
H (16.88913, -21.50972, -11.78070)  0.3691
H (17.34893, -22.46383, -13.10614)  0.4415
H (19.09497, -22.31637, -11.54283)  0.3672
H (18.50802, -24.00823, -11.56563)  0.1894
H (17.80338, -21.73401, -9.60633)  0.3571
H (19.01698, -23.06140, -9.36671)  0.3427
H (16.15617, -22.36898, -7.90848)  0.4076
H (17.45450, -23.59925, -7.40649)  0.4252
H (15.67623, -23.91830, -7.51881)  0.3290
H (17.97359, -25.42309, -8.45998)  0.4833
H (17.67626, -25.71095, -10.19518)  0.2328
H (16.38020, -25.84335, -9.03763)  0.3510
H (16.46310, -24.86489, -13.49814)  0.3693
H (15.18474, -25.42306, -12.56649)  0.3326
H (16.89588, -25.59752, -12.01054)  0.2224
O (12.04353, -27.01635, -6.13097)  -0.6429
H (12.29049, -26.42954, -6.84575)  0.3302
H (12.00705, -26.45187, -5.35878)  0.3116
O (13.70719, -28.75122, -9.82366)  -0.6607
H (13.90599, -28.76177, -8.88739)  0.2988
H (13.86354, -27.84581, -10.09201)  0.3518
O (12.23019, -21.96271, -6.81983)  -0.6413
H (12.53060, -22.47505, -6.06916)  0.2869
H (12.43351, -22.50829, -7.57958)  0.3454
O (14.96512, -18.17509, -5.43569)  -0.6327
H (14.76340, -18.19277, -4.50016)  0.3097
H (15.52615, -18.93809, -5.57468)  0.3216
O (12.82187, -24.11453, -3.24209)  -0.6096
H (12.28213, -23.49089, -2.75631)  0.3108
H (13.31983, -24.57697, -2.56799)  0.3077
O (9.63323, -24.64563, -11.52374)  -0.6549
H (10.53745, -24.61507, -11.21118)  0.3415
H (9.24443, -23.82767, -11.21390)  0.3135
O (16.84607, -28.91591, -3.73425)  -0.6433
H (17.66634, -28.87535, -4.22593)  0.3049
H (16.41912, -29.71420, -4.04519)  0.3414
O (16.70779, -16.31587, -13.31497)  -0.6430
H (16.25694, -16.79511, -14.01017)  0.3296
H (16.01141, -15.84398, -12.85823)  0.3107
O (14.83358, -18.71110, -16.15215)  -0.6468
H (14.85664, -19.40089, -15.48891)  0.3327
H (13.90629, -18.61965, -16.37118)  0.3166
O (21.34825, -19.23689, -7.42960)  -0.6490
H (20.88896, -18.52159, -7.86962)  0.3200
H (20.79770, -20.00503, -7.58156)  0.3297
O (16.78988, -30.63524, -14.68070)  -0.6299
H (16.87776, -31.35479, -15.30581)  0.3124
H (16.83357, -29.84410, -15.21773)  0.3174
O (22.00577, -27.42262, -9.34575)  -0.6280
H (21.48533, -27.56433, -8.55500)  0.3055
H (22.40198, -26.56026, -9.22095)  0.3164
O (15.56664, -31.51771, -6.01316)  -0.6433
H (16.15794, -31.01393, -6.57245)  0.3227
H (15.99815, -32.36591, -5.91024)  0.3173
O (21.64065, -26.25382, -13.68017)  -0.6353
H (22.29739, -26.00278, -13.03063)  0.3101
H (20.85587, -26.44488, -13.16651)  0.3225
O (21.62452, -24.78055, -2.62794)  -0.6409
H (21.76035, -25.50583, -3.23765)  0.3154
H (20.94739, -24.24408, -3.04016)  0.3253
O (12.79753, -19.16370, -10.26615)  -0.6268
H (13.62722, -18.75065, -10.02689)  0.3076
H (12.74543, -19.93898, -9.70718)  0.3206
O (9.71687, -18.25436, -12.18783)  -0.6394
H (9.84947, -17.94151, -13.08269)  0.3010
H (10.59927, -18.43346, -11.86299)  0.3229
O (24.36373, -23.68898, -8.58334)  -0.6265
H (24.72061, -23.45468, -7.72661)  0.3164
H (24.89719, -23.19766, -9.20805)  0.3153

Calculated values
max |F| = 2.64 eV Å⁻¹
energy = -1859.48705 hartree
LUMO = 1.52 eV
total charge = -1



Entry 3:
Formula: C9H56CdNO20
Source: the Open Molecules 2025 dataset
Level of theory: the ωB97M-V functional and the def2-TZVPD basis

Last column: Mulliken charge in e.
Cartesian coordinates (Å):
Cd (-1.80102, 3.57064, 1.76875)  0.3147
C (-0.75247, -0.65666, 1.80879)  -0.4560
C (0.45174, 0.00916, 1.13837)  2.4431
C (1.22577, -1.12038, 0.42560)  -1.5526
C (0.74893, -1.56773, -0.93772)  -0.0214
C (0.39126, -0.39256, -1.84707)  0.0922
C (-0.44382, 0.72372, -1.19305)  2.0261
N (0.06729, 1.03710, 0.15464)  -0.2627
O (-0.39514, 2.21875, 0.75874)  2.0679
C (-1.90403, 0.25420, -1.10664)  -1.0172
C (-0.37119, 1.91102, -2.14227)  -1.3237
C (1.45622, 0.57340, 2.15457)  -1.8214
H (-1.42884, -1.16923, 1.12876)  -0.5118
H (-1.45781, 0.14037, 2.11283)  -0.3661
H (-0.57339, -1.17241, 2.75177)  0.0560
H (1.14659, -2.03833, 1.01656)  -0.3089
H (2.28699, -0.86086, 0.39087)  0.6541
H (-0.14377, -2.18434, -0.81069)  0.0405
H (1.61512, -2.11190, -1.31560)  0.0206
H (-0.18641, -0.82795, -2.67657)  -0.2528
H (1.19847, -0.06799, -2.51337)  0.0812
H (-2.13503, -0.69784, -0.62191)  -0.0477
H (-2.39576, 0.15739, -2.08077)  0.6878
H (-2.52451, 0.91350, -0.48680)  -0.1130
H (-0.68485, 1.70883, -3.16907)  0.4271
H (0.65574, 2.27234, -2.22933)  0.3685
H (-0.89981, 2.83755, -1.89772)  -0.7329
H (1.69743, -0.23199, 2.84829)  0.3805
H (0.85966, 1.29383, 2.72214)  0.1610
H (2.35822, 0.96723, 1.70122)  0.4037
O (-4.06926, -2.48694, -0.74565)  -0.6370
H (-3.92689, -2.11153, -1.62542)  0.2790
H (-5.01101, -2.36555, -0.57691)  0.2697
O (3.15630, -2.90262, -3.70799)  -0.6098
H (3.97915, -3.40200, -3.69340)  0.2892
H (3.23477, -2.28418, -2.97006)  0.3536
O (-1.07051, 2.76962, 3.57502)  -0.4307
H (-0.54079, 3.31820, 4.17039)  0.2693
H (-1.11386, 1.90365, 4.00448)  0.2695
O (4.07627, -0.20061, -2.72351)  -0.6280
H (3.49933, 0.18394, -2.05199)  0.2877
H (3.74340, 0.14858, -3.55724)  0.3325
O (-3.29267, 2.12619, 1.67544)  -0.5261
H (-3.14653, 1.17847, 1.48462)  0.2593
H (-4.24669, 2.20512, 1.80557)  0.2469
O (4.57905, 3.02426, -0.01109)  -0.6399
H (3.99619, 3.14032, 0.77099)  0.4114
H (4.56327, 3.87411, -0.46129)  0.2722
O (-0.19972, 4.94723, 1.92979)  -0.5391
H (0.40670, 4.93727, 1.15035)  0.3043
H (0.05407, 5.72339, 2.44655)  0.3092
O (-1.33026, -1.41830, -5.47168)  -0.6379
H (-0.38110, -1.60355, -5.45620)  0.3386
H (-1.39103, -0.46218, -5.56678)  0.2911
O (1.49174, 4.29763, -0.31563)  -0.7865
H (1.27914, 3.35858, -0.45877)  0.2194
H (1.46822, 4.70254, -1.18901)  0.3049
O (-0.82880, -3.46529, -3.05048)  -0.7139
H (-1.30406, -2.83141, -3.60280)  0.2931
H (-0.26958, -2.92071, -2.48151)  0.3644
O (0.27687, -4.28227, 3.47858)  -0.6876
H (0.49231, -4.46093, 2.55447)  0.3445
H (1.10964, -4.40942, 3.94945)  0.3455
O (2.90865, -3.37391, 3.32967)  -0.6858
H (2.26005, -2.99393, 2.72466)  0.3527
H (2.86934, -2.81502, 4.11480)  0.3028
O (3.03191, 3.35175, 2.27906)  -0.6996
H (2.36361, 3.07819, 1.62771)  0.2260
H (2.95686, 4.31250, 2.31407)  0.3324
O (-1.75356, -2.60788, 4.38281)  -0.6556
H (-1.29135, -1.84704, 4.74470)  0.2925
H (-1.04367, -3.18842, 4.03307)  0.4279
O (2.22223, 1.47860, -4.40183)  -0.6251
H (3.03198, 2.00361, -4.44928)  0.3308
H (1.51748, 2.12820, -4.31723)  0.2590
O (-2.34733, 4.58392, -0.23565)  -0.5494
H (-2.60956, 5.51327, -0.29486)  0.3377
H (-1.81689, 4.42063, -1.02831)  0.2119
O (-2.42630, -4.41669, 0.24350)  -0.6552
H (-2.42652, -5.10821, -0.42874)  0.3277
H (-2.78822, -3.62919, -0.20776)  0.3294
O (-4.29591, -0.58848, 1.54772)  -0.6203
H (-3.88655, -1.38678, 1.18180)  0.2962
H (-5.14547, -0.52272, 1.09905)  0.2955
O (0.69163, -4.62631, 0.49500)  -0.7100
H (-0.27920, -4.58370, 0.51573)  0.3249
H (0.91153, -4.90284, -0.40130)  0.2983

Calculated values
max |F| = 2.34 eV Å⁻¹
energy = -2103.47944 hartree
LUMO = -3.93 eV
total charge = +1



Entry 4:
Formula: C9H5NS
Source: the Open Molecules 2025 dataset
Level of theory: the ωB97M-V functional and the def2-TZVPD basis

Last column: Mulliken charge in e.
Cartesian coordinates (Å):
N (4.12736, -2.09785, 1.67949)  -0.4519
C (3.12978, -1.70275, 1.24823)  0.2513
C (1.90835, -1.18478, 0.73861)  0.2833
C (1.52769, 0.12719, 0.78775)  -0.8777
C (0.21699, 0.31629, 0.16685)  0.8362
C (-0.43358, 1.55869, 0.08663)  -0.6236
C (-1.67604, 1.62287, -0.53310)  -0.4137
C (-2.28790, 0.43933, -1.02422)  -0.4865
C (-1.63388, -0.79778, -0.92853)  -0.3784
C (-0.36499, -0.86264, -0.32334)  0.2625
S (0.70755, -2.22015, -0.04038)  -0.2040
H (2.16329, 0.93660, 1.18899)  0.3495
H (-0.01431, 2.46626, 0.47635)  0.3869
H (-2.11922, 2.62459, -0.60281)  0.3393
H (-3.24282, 0.48167, -1.55723)  0.3443
H (-2.00827, -1.70754, -1.36327)  0.3824

Calculated values
max |F| = 1.64 eV Å⁻¹
SMILES string = N#Cc1cc2ccccc2s1
energy = -798.89572 hartree
LUMO = -0.13 eV
total charge = 0



Entry 5:
Formula: C9H60NO22
Source: the Open Molecules 2025 dataset
Level of theory: the ωB97M-V functional and the def2-TZVPD basis

Last column: Mulliken charge in e.
Cartesian coordinates (Å):
C (2.61325, -0.91861, -0.84017)  -1.4426
C (1.24781, -0.27752, -1.13136)  2.6567
C (0.54187, -1.34068, -1.93806)  -1.6706
C (-0.94221, -1.12155, -2.03409)  -0.9575
C (-1.52127, -0.77752, -0.69242)  -0.2960
C (-0.77064, 0.31865, 0.03272)  1.3208
N (0.59498, 0.01711, 0.06272)  1.1319
O (1.33395, 0.80569, 0.87605)  0.0051
C (-1.30842, 0.25202, 1.39817)  -1.1963
C (-1.11523, 1.66001, -0.57186)  0.3113
C (1.52281, 0.93929, -2.00993)  -1.7049
H (2.47310, -1.62619, -0.00186)  0.0264
H (3.42697, -0.25432, -0.54943)  0.4993
H (2.96564, -1.58351, -1.63529)  -0.2948
H (0.62009, -2.30671, -1.42307)  0.7034
H (0.88090, -1.41211, -2.97848)  0.5642
H (-1.39959, -2.06329, -2.40354)  0.2176
H (-1.25313, -0.39448, -2.79706)  0.3375
H (-1.70390, -1.66350, -0.10586)  -0.2875
H (-2.54294, -0.39300, -0.88667)  0.1464
H (-1.34261, -0.75491, 1.79888)  -0.6045
H (-2.27001, 0.74999, 1.51180)  0.3556
H (-0.63783, 0.77262, 2.10177)  0.0179
H (-0.91211, 1.68546, -1.64482)  0.1125
H (-0.46999, 2.44187, -0.14907)  -2.0606
H (-2.13961, 1.97927, -0.35255)  0.8429
H (0.70974, 1.23156, -2.69800)  0.3844
H (2.42718, 0.81866, -2.60246)  0.2906
H (1.62025, 1.84615, -1.39478)  0.0400
O (-4.04804, 1.00956, -3.29420)  -0.5862
H (-3.87151, 0.08609, -3.05256)  0.3000
H (-4.59853, 0.95747, -4.08765)  0.2850
O (3.55304, -4.85411, -0.29018)  -0.6507
H (2.67228, -5.21583, -0.45258)  0.2804
H (3.80547, -4.42971, -1.12984)  0.3666
O (-3.47539, -3.00019, 0.90266)  -0.5921
H (-2.74340, -3.31043, 0.34353)  0.3294
H (-3.63548, -3.72916, 1.52704)  0.2740
O (-5.42277, 0.90426, 2.03842)  -0.6475
H (-5.41746, 1.72697, 1.51029)  0.3274
H (-4.85984, 0.28639, 1.53651)  0.3059
O (1.61632, 3.86171, 1.52068)  -0.7240
H (0.83689, 3.56538, 1.04127)  0.0544
H (2.35358, 3.60671, 0.93848)  0.4219
O (-0.42605, 3.96537, -3.73747)  -0.6434
H (0.52476, 4.02658, -3.91581)  0.3121
H (-0.50029, 4.07366, -2.77622)  0.2998
O (5.27376, -2.48705, -3.34845)  -0.6784
H (4.62198, -3.19197, -3.14430)  0.3660
H (4.90653, -1.67834, -2.94749)  0.3711
O (2.92202, -4.22240, 2.46518)  -0.7021
H (3.41608, -4.31346, 1.62837)  0.3478
H (2.40910, -3.37314, 2.35385)  0.4525
O (4.01164, 3.56286, -0.64297)  -0.6756
H (4.91874, 3.67817, -0.32851)  0.3476
H (3.78380, 2.64526, -0.36619)  0.2433
O (2.81118, -3.98941, -2.90908)  -0.6811
H (2.19541, -3.25661, -3.07789)  0.3111
H (2.25400, -4.78806, -2.94168)  0.2845
O (0.94769, 1.42873, 3.75034)  -0.6875
H (1.10349, 1.13771, 2.80821)  0.2740
H (1.68476, 1.04620, 4.24722)  0.2781
O (5.04478, 0.94933, -3.18270)  -0.6491
H (4.35777, 1.27265, -2.57760)  0.3529
H (4.73431, 1.19776, -4.06536)  0.3137
O (-3.55307, 2.68205, 4.16086)  -0.6715
H (-3.54108, 3.09621, 3.27790)  0.2982
H (-4.17428, 1.93864, 4.06292)  0.3173
O (-1.24461, 1.56820, 5.63108)  -0.6773
H (-0.49630, 1.64929, 4.96989)  0.3775
H (-2.01248, 2.00154, 5.18838)  0.4098
O (-0.10871, -4.66517, -3.02293)  -0.6444
H (-0.95225, -5.14035, -3.04182)  0.3037
H (-0.32178, -3.75553, -3.29765)  0.3399
O (-4.71766, 3.81251, 1.80731)  -0.5991
H (-5.48295, 4.40095, 1.89901)  0.2469
H (-4.22603, 4.16159, 1.03984)  0.3076
O (1.26341, -1.87084, 2.37150)  -0.7056
H (1.39587, -1.05151, 1.80124)  0.4008
H (0.30275, -1.94452, 2.49819)  0.2233
O (-1.49987, 4.76247, 1.02483)  -0.6358
H (-1.00342, 4.09238, 0.53900)  0.4189
H (-0.87490, 5.49462, 1.15443)  0.3109
O (4.15105, 1.47846, 1.40151)  -0.6723
H (4.15411, 0.54450, 1.65542)  0.3405
H (3.21921, 1.75684, 1.56355)  0.3038
O (-5.44426, -1.31211, -0.90983)  -0.6073
H (-4.68898, -1.73273, -0.45984)  0.3370
H (-6.21659, -1.79574, -0.58662)  0.2856
O (-1.17852, -2.92267, 3.87079)  -0.6341
H (-1.56461, -2.18635, 3.37339)  0.2997
H (-1.59374, -2.84215, 4.74306)  0.2951

Calculated values
max |F| = 3.10 eV Å⁻¹
energy = -2088.94444 hartree
LUMO = 1.45 eV
total charge = -1



no.,HOMO-LUMO gap (eV)
1,7.555
2,3.886
3,5.323
4,8.795
5,5.301